[1]
{"formula": "C12H40O8", "method": "wB97M-V/def2-TZVPD", "elements": ["C", "C", "O", "H", "H", "H", "H", "H", "H", "C", "C", "O", "H", "H", "H", "H", "H", "H", "C", "C", "O", "H", "H", "H", "H", "H", "H", "C", "C", "O", "H", "H", "H", "H", "H", "H", "C", "O", "H", "H", "H", "H", "C", "O", "H", "H", "H", "H", "C", "O", "H", "H", "H", "H", "C", "O", "H", "H", "H", "H"], "xyz": [[5.9244, 2.5038, 1.0997], [5.9035, 1.4921, 2.2865], [6.7257, 0.3090, 1.9864], [6.9008, 2.9157, 0.8446], [5.2587, 3.3662, 1.1351], [5.6285, 2.0621, 0.1482], [4.8584, 1.1834, 2.2608], [6.1135, 1.9400, 3.2578], [6.5337, -0.3333, 2.6735], [-2.6126, 6.9207, 2.5738], [-1.3603, 6.0736, 2.7235], [-1.4217, 5.2480, 3.8405], [-3.5503, 6.3652, 2.5607], [-2.6288, 7.4075, 1.5986], [-2.7518, 7.6542, 3.3680], [-0.5024, 6.7437, 2.7797], [-1.1799, 5.4987, 1.8153], [-0.7750, 5.5926, 4.4607], [-3.2744, 0.6809, -5.5648], [-4.4018, 1.5997, -5.6658], [-4.0541, 2.8430, -5.0421], [-2.5381, 0.8568, -6.3490], [-3.5574, -0.3660, -5.6745], [-2.7357, 0.7790, -4.6223], [-5.2881, 1.1944, -5.1777], [-4.5698, 1.9126, -6.6963], [-4.9349, 3.1680, -4.8413], [-5.2854, 0.0760, 0.0588], [-5.2446, -1.3720, -0.3623], [-5.8486, -2.1526, 0.6423], [-5.5111, 0.6582, -0.8346], [-4.3941, 0.3009, 0.6446], [-6.1451, 0.3750, 0.6584], [-4.2122, -1.7205, -0.3894], [-5.6226, -1.5844, -1.3623], [-5.9543, -3.0714, 0.3847], [4.2501, -2.5538, -4.5146], [2.8054, -2.4978, -4.3900], [4.4116, -2.6766, -5.5855], [4.6514, -1.6282, -4.1020], [4.8280, -3.3659, -4.0734], [2.4011, -2.4848, -3.5194], [4.5181, -6.1070, 1.5476], [4.4826, -6.4929, 2.9395], [5.4672, -6.4790, 1.1619], [3.7173, -6.5718, 0.9724], [4.3883, -5.0253, 1.5107], [4.8252, -7.3877, 2.9978], [-1.3328, -4.5684, 4.0946], [-1.8834, -3.5197, 3.2860], [-0.2496, -4.6339, 3.9926], [-1.5821, -4.3779, 5.1384], [-1.7447, -5.4981, 3.7020], [-2.8265, -3.4832, 3.4618], [0.9494, 0.7311, -0.0298], [1.2946, -0.6942, 0.0088], [-0.0942, 0.8424, -0.3244], [1.0421, 1.3767, 0.8435], [1.5324, 1.2135, -0.8144], [0.6567, -1.2384, 0.4763]], "gap_ev": 10.50, "lumo_energy_ev": 0.36, "total_charge": 0, "fmax_ev_per_a": 2.22, "smiles": "CCO.CCO.CCO.CCO.CO.CO.CO.CO", "e_above_lowest_ev": 5.6295}


[2]
{"formula": "C12H41BrN2O10", "method": "wB97M-V/def2-TZVPD", "elements": ["N", "H", "H", "H", "H", "Br", "C", "C", "C", "O", "C", "N", "H", "H", "H", "H", "H", "H", "H", "H", "H", "H", "H", "O", "H", "H", "C", "C", "O", "O", "H", "H", "H", "H", "H", "H", "C", "C", "O", "O", "H", "H", "H", "H", "H", "H", "C", "C", "O", "O", "H", "H", "H", "H", "H", "H", "C", "C", "O", "O", "H", "H", "H", "H", "H", "H"], "xyz": [[0.4741, -0.0069, -0.4083], [-0.3424, 0.5791, -0.6896], [1.0719, -0.1382, -1.2387], [0.0781, -0.9179, -0.1520], [1.0084, 0.5000, 0.3129], [2.9636, 0.7429, 1.7456], [-2.9939, -0.9150, -2.9106], [-3.2694, -0.1510, -1.6318], [-3.5309, -1.0378, -0.4761], [-3.8148, -0.2601, 0.6487], [-4.0462, -1.0259, 1.8001], [-2.1427, 0.7986, -1.3484], [-3.8295, -1.5782, -3.1573], [-2.1102, -1.5550, -2.8478], [-2.8968, -0.2256, -3.7494], [-4.1281, 0.4898, -1.8730], [-2.6806, -1.7285, -0.3435], [-4.4005, -1.6805, -0.7013], [-4.4426, -0.3605, 2.5662], [-3.1188, -1.4560, 2.1966], [-4.7912, -1.8057, 1.5970], [-2.2510, 1.5658, -2.0033], [-2.3249, 1.1825, -0.4169], [0.2539, 0.2169, 3.8052], [1.0360, 0.2654, 3.2177], [0.4870, -0.4238, 4.4811], [3.6886, 2.6193, -1.4396], [2.4020, 3.3179, -1.8108], [1.2779, 2.4652, -1.6525], [4.0300, 1.5763, -2.3488], [3.5210, 2.1290, -0.4716], [4.4904, 3.3327, -1.2249], [2.4757, 3.6539, -2.8533], [2.2944, 4.1975, -1.1736], [0.9989, 2.1902, -2.5294], [4.4077, 1.9432, -3.1548], [-0.6757, -3.6896, 2.6346], [0.2862, -3.0014, 1.7259], [-0.3378, -2.6180, 0.5123], [-1.1617, -4.8500, 1.9612], [-1.5097, -3.0405, 2.9370], [-0.1836, -3.9308, 3.5885], [1.1127, -3.6884, 1.5250], [0.6327, -2.1148, 2.2560], [-0.6240, -3.4272, 0.0733], [-1.8357, -5.2550, 2.5132], [-0.5452, 4.2778, 1.3617], [-0.1787, 3.1207, 2.2126], [-0.9042, 1.9538, 1.8415], [-1.7898, 4.8227, 1.7727], [-0.6587, 3.9245, 0.3205], [0.2847, 4.9884, 1.3093], [-0.2798, 3.4075, 3.2665], [0.8999, 2.9390, 2.0816], [-0.7771, 1.3035, 2.5447], [-1.8964, 5.7008, 1.3987], [3.3915, -1.3952, -1.4384], [2.8986, -2.8172, -1.4331], [2.8730, -3.3612, -2.7477], [2.5366, -0.6492, -2.2895], [4.4494, -1.3727, -1.7396], [3.4469, -0.9774, -0.4216], [1.8831, -2.8294, -1.0122], [3.5485, -3.4246, -0.8063], [2.3616, -2.7362, -3.2730], [2.9074, 0.2405, -2.4391]], "gap_ev": 8.20, "lumo_energy_ev": 0.25, "total_charge": 0, "fmax_ev_per_a": 2.02}


[3]
{"formula": "C12H42FeO18", "method": "wB97M-V/def2-TZVPD", "elements": ["Fe", "C", "C", "C", "O", "C", "C", "C", "O", "O", "O", "H", "H", "C", "C", "O", "H", "H", "H", "H", "H", "H", "C", "C", "O", "H", "H", "H", "H", "H", "H", "C", "C", "O", "H", "H", "H", "H", "H", "H", "O", "H", "H", "O", "H", "H", "O", "H", "H", "O", "H", "H", "O", "H", "H", "O", "H", "H", "O", "H", "H", "O", "H", "H", "O", "H", "H", "O", "H", "H", "O", "H", "H"], "xyz": [[-5.4125, 11.4888, 24.4366], [-2.8009, 8.2706, 23.3779], [-3.5813, 9.4914, 23.6712], [-3.4484, 10.7570, 22.6569], [-3.9063, 11.8752, 23.0310], [-2.8962, 10.4169, 21.3524], [-2.4201, 9.2015, 21.0034], [-2.2667, 8.1139, 22.0963], [-1.6798, 6.9486, 21.8831], [-1.9829, 9.1291, 19.7896], [-4.5121, 9.5235, 24.4562], [-2.7511, 7.3934, 24.0060], [-2.8465, 11.1598, 20.5701], [-5.6283, 11.1416, 18.6304], [-6.6870, 10.6440, 17.5646], [-5.8947, 10.2815, 16.4740], [-4.9661, 10.3244, 18.9163], [-6.1990, 11.5332, 19.4725], [-5.1337, 11.9998, 18.1755], [-7.4401, 11.3685, 17.2548], [-7.1570, 9.7286, 17.9241], [-6.4160, 10.5117, 15.7014], [-4.3130, 7.2013, 28.8437], [-4.9463, 8.0275, 27.6708], [-4.2692, 7.5905, 26.4073], [-3.2236, 7.1928, 28.8100], [-4.6429, 6.2298, 28.4758], [-4.7542, 7.5150, 29.7897], [-4.8430, 9.1055, 27.7940], [-5.9898, 7.7129, 27.6567], [-4.4358, 8.1993, 25.6840], [-0.1080, 2.7038, 21.1672], [-0.2988, 3.8762, 20.2483], [0.5843, 3.7479, 19.1432], [0.5169, 2.8516, 22.0480], [0.1983, 1.7789, 20.6786], [-1.0929, 2.6628, 21.6324], [-0.0784, 4.7873, 20.8046], [-1.3211, 3.9988, 19.8905], [0.0830, 4.0780, 18.3940], [-1.3503, 13.1702, 21.0599], [-2.2123, 12.7701, 21.1747], [-1.5361, 14.0892, 20.8671], [-1.5523, 6.5270, 18.7064], [-1.6344, 6.0143, 19.5106], [-1.7020, 7.4313, 18.9820], [-6.8211, 10.7073, 23.0146], [-7.1541, 11.1990, 22.2639], [-7.3283, 9.8955, 23.0138], [-3.6875, 4.6710, 21.4191], [-3.9461, 4.8070, 20.5076], [-2.9469, 5.2632, 21.5494], [-3.7973, 14.7910, 23.2466], [-3.2523, 14.2172, 23.7850], [-3.1928, 15.1626, 22.6042], [0.1392, 11.0510, 20.2530], [-0.5282, 10.4147, 19.9961], [-0.3566, 11.8293, 20.5073], [-0.2718, 6.3239, 24.3195], [-0.7994, 6.5603, 23.5566], [0.2735, 7.0936, 24.4819], [-3.8264, 12.0054, 25.7737], [-3.5823, 12.1672, 26.6850], [-3.0494, 12.2486, 25.2703], [-3.2198, 9.3387, 17.0728], [-4.1405, 9.5368, 17.2442], [-2.8653, 9.0882, 17.9259], [0.8652, 7.9794, 20.3391], [0.0560, 7.6371, 20.7189], [0.6968, 8.9138, 20.2176], [-5.9135, 13.4524, 24.3460], [-5.3726, 14.1072, 23.9045], [-6.7056, 13.9266, 24.5990]], "gap_ev": [2.66, 4.28], "lumo_energy_ev": [0.39, 0.29], "spin_multiplicity": 6, "total_charge": -1, "fmax_ev_per_a": 8.57}